Entry 1:
This record from the Open Molecules 2025 dataset describes a single C2H4N2S2 molecule at a distorted geometry. The level of theory is wB97M-V/def2-TZVPD.

Each line ends with the Mulliken charge.
Cartesian coordinates (Å):
N -1.074 -1.486 -0.488  -0.673
H -1.032 1.283 1.011  0.207
S 2.020 -1.290 0.132  -0.232
C -0.577 -0.388 -0.083  0.553
H -2.387 0.466 0.346  0.271
S 1.286 1.585 -0.237  -0.186
H 2.616 1.435 -0.326  0.162
N -1.390 0.687 0.274  -0.526
C 0.896 -0.088 -0.034  0.174
H -0.357 -2.205 -0.593  0.248

## Properties
E_tot = -26789.007 eV
E_LUMO = -1.0 eV
HOMO energy = -9.19 eV
frontier orbital gap = 8.16 eV


Entry 2:
This record from the Open Molecules 2025 dataset describes a gas-phase ion, C2H5N2O2 (charge +1) at a distorted geometry. The level of theory is wB97M-V/def2-TZVPD.

Each line ends with the Mulliken charge.
Cartesian coordinates (Å):
O -0.617 -1.396 1.200  -0.482
H 0.280 0.498 -2.298  0.466
N 0.555 -0.478 -0.549  -0.097
H 1.163 -0.238 1.493  0.353
H -0.784 -1.561 2.131  0.393
O -0.361 0.970 0.729  -0.253
H -0.924 2.146 -0.840  0.257
H 1.038 -1.309 -0.826  0.203
C 0.150 -0.358 0.836  0.126
C 0.064 0.466 -1.295  -0.061
N -0.565 1.260 -0.580  0.095

## Properties
E_tot = -9220.976 eV
E_LUMO = -3.7 eV
HOMO energy = -15.28 eV
charge = +1
frontier orbital gap = 11.54 eV


Entry 3:
This record from the Open Molecules 2025 dataset describes a single C8H14O molecule at a distorted geometry. The level of theory is wB97M-V/def2-TZVPD.

Each line ends with the Mulliken charge.
Cartesian coordinates (Å):
H -0.889 -2.035 -2.858  0.461
H -0.516 -2.882 -0.369  0.219
C -1.169 1.637 -0.315  -1.547
H -0.689 2.661 -0.314  0.345
H 2.178 -0.422 0.300  0.320
C 1.170 1.177 -1.112  -1.748
O -0.840 -0.136 -2.213  -0.570
C -1.033 -0.598 1.374  -2.048
H 0.932 1.941 -1.924  0.434
H 1.369 -1.959 1.162  0.364
H 1.455 -0.296 1.812  0.413
H 1.623 1.808 -0.275  0.383
H -1.965 -0.307 0.993  0.489
C 1.367 -0.845 0.921  -1.535
C -0.354 -1.827 -0.786  -0.877
H -1.867 1.471 0.526  0.317
H -1.748 1.625 -1.162  0.487
C -0.082 0.555 -0.586  1.053
C -0.776 -1.415 -2.007  -0.218
H 1.904 0.299 -1.531  0.317
C -0.021 -0.711 0.238  2.017
H -1.076 -1.632 1.863  0.384
H -0.678 0.089 2.059  0.541

## Properties
E_tot = -10567.543 eV
E_LUMO = 0.9 eV
HOMO energy = -7.76 eV
frontier orbital gap = 8.62 eV


Entry 4:
This record from the Open Molecules 2025 dataset describes a single C4H4S2 molecule at a distorted geometry. The level of theory is wB97M-V/def2-TZVPD.

Each line ends with the Mulliken charge.
Cartesian coordinates (Å):
C 1.223 0.481 -0.067  -0.469
S -2.282 0.670 1.995  -0.225
H 1.742 1.330 0.488  0.290
C -1.635 0.303 0.490  -0.138
S 0.034 -1.289 -1.395  -0.108
H -0.284 -1.031 1.249  0.429
C 1.430 -0.226 -1.144  0.022
C -0.586 -0.587 0.316  -0.493
H -2.051 0.824 -0.324  0.364
H 2.410 -0.475 -1.606  0.328

## Properties
E_tot = -25878.574 eV
E_LUMO (spin up / spin down) = -1.4 / -1.4 eV
HOMO energy (spin up / spin down) = -8.73 / -8.73 eV
frontier orbital gap (spin up / spin down) = 7.30 / 7.30 eV


Entry 5:
This record from the Open Molecules 2025 dataset describes a molecular structure, C4H11NO3 at a distorted geometry. The level of theory is wB97M-V/def2-TZVPD.

Each line ends with the Mulliken charge.
Cartesian coordinates (Å):
H 2.324 2.437 -0.221  0.331
H -2.897 0.939 -1.165  0.249
H 2.036 0.533 1.627  0.309
O 2.512 0.259 -0.283  -0.530
O 1.787 2.273 0.580  -0.507
H -0.362 -1.939 1.457  0.349
O -1.893 -0.499 -0.064  -0.379
H -0.518 1.455 0.351  0.259
H -1.669 0.048 -2.077  0.285
C -2.429 -0.049 -1.281  -0.654
H -0.248 -2.630 -0.188  0.302
C -0.061 0.542 0.736  -0.412
C 1.690 0.882 0.651  0.086
H 2.163 0.480 -1.164  0.337
N -0.175 -0.540 -0.137  -0.046
H -3.203 -0.723 -1.669  0.255
C 0.105 -1.835 0.473  -0.866
H 1.180 -2.003 0.596  0.309
H -0.342 0.370 1.779  0.321

## Properties
E_tot = -11955.044 eV
E_LUMO = 0.7 eV
HOMO energy = -9.16 eV
frontier orbital gap = 9.84 eV


Entry 6:
This record from the Open Molecules 2025 dataset describes a single C4H9BrN2S molecule at a distorted geometry. The level of theory is wB97M-V/def2-TZVPD.

Each line ends with the Mulliken charge.
Cartesian coordinates (Å):
C -0.195 1.293 1.121  -0.311
C 1.781 -0.363 0.550  -0.886
C -0.167 -0.502 -1.553  -0.859
S -1.892 1.285 0.789  -0.158
H -0.133 1.457 2.138  0.535
H 2.243 -0.636 1.509  0.273
H 1.897 -1.251 -0.061  0.393
H -2.183 -1.119 1.043  0.313
N -0.434 -0.795 -0.232  -0.002
Br 0.788 2.859 0.268  -0.181
H -2.433 -0.548 -0.741  0.292
N 0.368 -0.223 0.729  -0.175
H 0.745 -1.146 -1.972  0.236
C -1.790 -0.524 0.171  -0.404
H 0.247 0.447 -1.753  0.328
H -1.093 -0.789 -2.112  0.321
H 2.251 0.555 0.106  0.286

## Properties
E_tot = -88149.208 eV
E_LUMO = 0.8 eV
HOMO energy = -8.43 eV
frontier orbital gap = 9.20 eV


Entry 7:
This record from the Open Molecules 2025 dataset describes 2 unconnected molecules or ions with the total composition C4H8O at a distorted geometry. The level of theory is wB97M-V/def2-TZVPD.

Each line ends with the Mulliken charge.
Cartesian coordinates (Å):
H -1.947 -0.935 -3.288  0.232
C -1.299 -0.508 -2.531  -0.731
H -0.851 0.565 2.129  0.222
H 0.021 -2.046 -2.820  0.264
C 1.031 -0.587 -1.530  -0.994
C 0.066 0.794 2.705  -0.004
H 0.985 0.292 2.332  0.175
H 2.004 -0.617 -2.023  0.316
O 0.169 1.424 3.723  -0.394
H 1.145 -1.166 -0.605  0.228
C -0.132 -1.096 -2.325  0.132
H 0.959 0.449 -1.188  0.292
H -1.635 0.424 -2.094  0.262

## Properties
E_tot = -6323.315 eV
E_LUMO = 0.8 eV
HOMO energy = -9.85 eV
frontier orbital gap = 10.63 eV


Entry 8:
This record from the Open Molecules 2025 dataset describes 8 unconnected molecules or ions with the total composition C5H23NO7 at a distorted geometry. The level of theory is wB97M-V/def2-TZVPD.

Each line ends with the Mulliken charge.
Cartesian coordinates (Å):
H 0.600 -1.100 3.427  0.425
H -0.102 3.151 -0.473  0.255
O -2.724 -2.980 -0.840  -0.696
H -0.703 0.927 0.139  -0.154
O 0.746 2.818 -0.821  -0.747
H 4.208 0.552 -1.227  0.316
C -1.831 0.022 3.046  -0.513
H 1.336 2.712 -0.005  0.371
H -0.484 -2.960 -0.915  0.401
C -3.140 -0.156 2.913  -0.683
C 0.404 -0.805 2.423  -0.370
H -2.263 -2.221 -1.194  0.262
C -1.097 0.043 0.642  -0.315
H -3.674 -0.629 2.101  0.267
H -3.877 0.319 3.568  0.240
H 2.088 -1.713 1.566  0.251
O 0.494 1.256 -3.042  -0.717
H -2.527 -2.779 0.089  0.343
H 3.022 1.490 -1.473  0.343
H -2.147 -0.102 0.349  0.378
H 2.079 1.364 1.197  0.434
O -0.020 -2.268 -1.399  -0.628
H -1.430 0.641 3.857  0.239
O -1.052 -0.815 -3.302  -0.752
H 0.610 1.853 -2.266  0.435
O 2.467 2.257 1.087  -0.790
H 3.319 2.093 0.603  0.363
O 3.851 1.420 -0.994  -0.683
H -0.426 -0.994 -4.024  0.279
H -0.671 -0.782 0.031  -0.279
H 1.035 -1.121 0.506  0.147
N 1.390 -0.988 1.448  -0.453
H -0.714 -1.901 -1.988  0.351
H -0.689 -0.009 -2.842  0.472
C -0.798 -0.289 2.073  0.906
H 0.401 1.674 -3.902  0.301

## Properties
E_tot = -21379.846 eV
E_LUMO = 0.3 eV
HOMO energy = -7.99 eV
frontier orbital gap = 8.29 eV


> Look up the E_tot of the seventh one.

-6323.315 eV


> Which of these has the highest E_tot?

C4H8O


What did the sixth record say?
This record from the Open Molecules 2025 dataset describes a single C4H9BrN2S molecule at a distorted geometry. The level of theory is wB97M-V/def2-TZVPD.

Each line ends with the Mulliken charge.
Cartesian coordinates (Å):
C -0.195 1.293 1.121  -0.311
C 1.781 -0.363 0.550  -0.886
C -0.167 -0.502 -1.553  -0.859
S -1.892 1.285 0.789  -0.158
H -0.133 1.457 2.138  0.535
H 2.243 -0.636 1.509  0.273
H 1.897 -1.251 -0.061  0.393
H -2.183 -1.119 1.043  0.313
N -0.434 -0.795 -0.232  -0.002
Br 0.788 2.859 0.268  -0.181
H -2.433 -0.548 -0.741  0.292
N 0.368 -0.223 0.729  -0.175
H 0.745 -1.146 -1.972  0.236
C -1.790 -0.524 0.171  -0.404
H 0.247 0.447 -1.753  0.328
H -1.093 -0.789 -2.112  0.321
H 2.251 0.555 0.106  0.286

## Properties
E_tot = -88149.208 eV
E_LUMO = 0.8 eV
HOMO energy = -8.43 eV
frontier orbital gap = 9.20 eV